Model i:
Density functional theory data (the ωB97M-V functional and the def2-TZVPD basis) for a 8-piece molecular cluster, C3H21NO9 overall.

Kohn-Sham gap, Eh: 0.39001
Multiplicity: 1
SMILES: O=CNCCO.O.O.O.O.O.O.O

Last column: Mulliken charge in e.
Positions of all 34 atoms, in Å:
1 O -2.70 0.47 -2.38  -0.579
2 C -1.73 -0.18 -2.35  0.043
3 N -0.55 0.44 -2.27  -0.063
4 C 0.69 -0.31 -1.94  -0.181
5 C 1.84 0.54 -2.50  -0.410
6 O 3.01 -0.04 -2.12  -0.600
7 H -1.82 -1.25 -2.65  0.320
8 H -0.51 1.49 -2.07  0.292
9 H 0.79 -0.28 -0.79  -0.052
10 H 0.73 -1.28 -2.33  0.395
11 H 1.88 0.42 -3.57  0.297
12 H 2.00 1.56 -2.19  0.351
13 H 2.85 -0.69 -1.35  0.327
14 O 1.53 1.39 2.60  -0.636
15 H 0.64 1.25 2.20  0.387
16 H 1.50 1.37 3.54  0.256
17 O -1.97 -0.30 0.88  -0.581
18 H -2.89 0.09 0.70  0.325
19 H -1.44 0.24 0.40  0.265
20 O 2.43 -0.38 0.64  -0.668
21 H 3.08 -0.06 -0.04  0.306
22 H 2.64 0.30 1.43  0.339
23 O -2.96 1.78 -0.25  -0.705
24 H -2.65 2.68 -0.09  0.245
25 H -2.96 1.41 -1.20  0.382
26 O -1.17 1.34 2.58  -0.646
27 H -1.82 0.57 2.93  0.341
28 H -1.08 1.96 3.43  0.270
29 O 0.54 -1.20 3.02  -0.573
30 H 0.73 -1.07 2.08  0.310
31 H 0.48 -2.17 3.18  0.250
32 O 0.02 -3.25 0.25  -0.559
33 H -0.50 -4.06 0.39  0.295
34 H -0.62 -2.80 -0.20  0.259

Model ii:
Density functional theory data (the ωB97M-V functional and the def2-TZVPD basis) for a 8-piece molecular cluster, C3H21NO9 overall.

Kohn-Sham gap, Eh: 0.37924
Multiplicity: 1
SMILES: CC(=O)NCO.O.O.O.O.O.O.O

Last column: Mulliken charge in e.
Positions of all 34 atoms, in Å:
1 C -0.60 2.81 1.08  -1.017
2 C 0.22 2.86 -0.18  0.589
3 O -0.08 3.65 -1.06  -0.674
4 N 1.16 1.88 -0.41  0.107
5 C 1.57 1.03 0.72  -0.402
6 O 2.76 0.32 0.41  -0.589
7 H -0.03 2.87 2.01  0.348
8 H -1.11 1.84 1.10  0.117
9 H -1.34 3.57 1.06  0.352
10 H 1.68 2.20 -1.22  0.295
11 H 0.75 0.32 0.82  0.262
12 H 1.82 1.54 1.63  0.280
13 H 2.55 -0.44 -0.14  0.325
14 O -2.34 -0.40 -0.58  -0.604
15 H -2.47 0.38 -1.13  0.289
16 H -1.52 -0.77 -0.93  0.435
17 O 1.11 -3.21 0.01  -0.776
18 H 1.69 -2.61 0.53  0.370
19 H 0.22 -3.08 0.39  0.422
20 O 1.65 -1.90 2.21  -0.589
21 H 2.60 -2.08 2.22  0.336
22 H 1.35 -2.62 2.77  0.284
23 O -2.35 -1.27 2.06  -0.649
24 H -3.24 -1.54 1.81  0.363
25 H -1.99 -0.75 1.34  0.224
26 O -0.80 1.61 -3.36  -0.631
27 H 0.08 1.24 -3.45  0.280
28 H -0.82 2.18 -2.58  0.345
29 O -1.59 -3.35 0.72  -0.711
30 H -1.62 -2.38 0.70  0.325
31 H -2.07 -3.67 -0.05  0.364
32 O -0.01 -1.35 -1.73  -0.740
33 H 0.64 -0.64 -1.76  0.248
34 H 0.46 -2.07 -1.29  0.421

In terms of stability, model ii leads; the second structure lies 253.0 kJ/mol higher.

Model i:
Density functional theory data (the ωB97M-V functional and the def2-TZVPD basis) for a 5-piece molecular cluster, C10H30O10 overall.

Kohn-Sham gap, Eh: 0.35981
Multiplicity: 1
SMILES: OCCO.OCCO.OCCO.OCCO.OCCO

Last column: Mulliken charge in e.
Positions of all 50 atoms, in Å:
1 O 1.83 -0.88 5.69  -0.565
2 C 1.72 -0.16 4.42  -0.151
3 C 3.11 0.01 3.87  -0.681
4 O 3.14 0.62 2.62  -0.523
5 H 0.96 -1.50 5.65  0.344
6 H 1.00 -0.77 3.61  0.152
7 H 1.34 0.69 4.68  0.281
8 H 3.49 -0.91 4.01  0.322
9 H 3.79 0.57 4.33  0.512
10 H 2.53 0.09 1.99  0.412
11 O -3.23 -1.74 -0.75  -0.441
12 C -4.01 -1.73 -1.83  -0.154
13 C -3.39 -1.33 -3.08  -0.183
14 O -4.20 -1.09 -4.14  -0.479
15 H -2.91 -0.87 -0.56  0.401
16 H -4.54 -2.70 -1.91  0.186
17 H -4.96 -0.81 -1.82  0.173
18 H -2.47 -2.07 -3.48  0.174
19 H -2.80 -0.47 -2.83  0.120
20 H -4.75 -0.39 -4.07  0.289
21 O -2.34 0.72 -0.34  -0.511
22 C -1.39 0.66 0.63  -0.785
23 C -0.32 -0.35 0.16  -0.231
24 O 0.88 -0.21 0.92  -0.526
25 H -2.61 1.58 -0.70  0.241
26 H -0.90 1.59 0.70  0.519
27 H -1.79 0.24 1.48  0.301
28 H 0.10 0.09 -0.82  0.153
29 H -0.59 -1.47 0.03  0.334
30 H 1.59 -0.84 0.54  0.219
31 O 2.13 -4.76 0.12  -0.520
32 C 2.00 -3.31 0.09  -0.204
33 C 3.37 -2.70 0.52  -0.169
34 O 3.35 -1.28 0.30  -0.540
35 H 1.49 -5.26 -0.32  0.307
36 H 1.45 -2.78 -0.86  0.216
37 H 1.33 -2.90 0.95  0.144
38 H 4.20 -2.77 -0.37  0.258
39 H 3.79 -3.03 1.38  0.270
40 H 4.17 -1.00 -0.24  0.322
41 O -2.11 3.36 -1.82  -0.411
42 C -1.02 4.19 -1.31  -0.196
43 C -0.09 4.41 -2.61  -0.300
44 O 1.05 5.06 -2.14  -0.503
45 H -2.71 3.84 -2.07  0.183
46 H -1.34 5.16 -0.77  0.358
47 H -0.47 3.43 -0.65  0.046
48 H -0.69 5.05 -3.26  0.287
49 H 0.22 3.40 -3.03  0.245
50 H 1.58 5.32 -2.91  0.305

Model ii:
Density functional theory data (the ωB97M-V functional and the def2-TZVPD basis) for a 5-piece molecular cluster, C10H30O10 overall.

Kohn-Sham gap, Eh: 0.37966
Multiplicity: 1
SMILES: OCCO.OCCO.OCCO.OCCO.OCCO

Last column: Mulliken charge in e.
Positions of all 50 atoms, in Å:
1 O -3.50 2.79 0.66  -0.516
2 C -2.24 3.45 0.66  -0.624
3 C -1.08 2.50 0.51  0.043
4 O -0.81 2.30 -0.88  -0.493
5 H -3.74 2.58 -0.25  0.301
6 H -2.18 4.23 -0.11  0.303
7 H -2.18 3.95 1.62  0.323
8 H -1.31 1.56 1.02  0.188
9 H -0.20 2.93 1.00  0.241
10 H -0.51 1.40 -1.04  0.303
11 O 1.46 -1.82 -1.46  -0.512
12 C 2.18 -0.63 -1.18  -0.275
13 C 1.79 -0.10 0.18  -0.008
14 O 1.80 -1.11 1.14  -0.527
15 H 1.16 -2.19 -0.61  0.349
16 H 3.24 -0.82 -1.33  0.268
17 H 1.90 0.15 -1.90  0.178
18 H 0.78 0.32 0.05  -0.261
19 H 2.36 0.80 0.47  0.473
20 H 1.18 -0.86 1.83  0.198
21 O 0.92 0.13 3.97  -0.483
22 C 1.12 -0.98 4.84  -0.599
23 C 2.42 -1.70 4.61  -0.097
24 O 3.50 -0.78 4.83  -0.536
25 H 1.59 0.79 4.18  0.296
26 H 1.09 -0.62 5.87  0.369
27 H 0.29 -1.66 4.66  0.299
28 H 2.52 -2.08 3.59  0.127
29 H 2.48 -2.50 5.36  0.371
30 H 4.21 -1.26 5.27  0.290
31 O -0.93 -2.15 0.70  -0.364
32 C -2.09 -2.64 1.34  -0.337
33 C -3.33 -2.36 0.51  -0.698
34 O -3.58 -0.97 0.36  -0.458
35 H -1.17 -1.34 0.22  0.303
36 H -1.99 -3.72 1.42  0.307
37 H -2.19 -2.15 2.32  0.263
38 H -4.18 -2.91 0.93  0.373
39 H -3.16 -2.72 -0.51  0.312
40 H -3.79 -0.60 1.22  0.307
41 O -0.03 2.02 -6.80  -0.538
42 C 1.13 1.41 -6.20  -0.467
43 C 0.72 0.31 -5.28  -0.348
44 O 0.27 0.83 -4.03  -0.379
45 H -0.20 2.83 -6.31  0.308
46 H 1.73 0.97 -7.00  0.311
47 H 1.69 2.17 -5.66  0.298
48 H 1.58 -0.33 -5.06  0.257
49 H -0.06 -0.28 -5.76  0.324
50 H -0.69 0.85 -3.99  0.238

In terms of stability, model ii leads; the second structure lies 663.0 kJ/mol higher.

Model i:
Density functional theory data (the ωB97M-V functional and the def2-TZVPD basis) for the molecule C4H7BrO.

Kohn-Sham gap, Eh: 0.35614
Multiplicity: 1
SMILES: C/C=C(\Br)OC

Last column: Mulliken charge in e.
Positions of all 13 atoms, in Å:
1 C 0.07 -2.15 0.00  -1.197
2 C -0.14 -0.68 -0.01  -0.057
3 C 0.81 0.24 0.00  0.473
4 Br 2.67 -0.18 0.00  -0.186
5 O 0.71 1.59 -0.01  -0.332
6 C -0.58 2.16 0.00  -0.812
7 H -0.39 -2.60 -0.88  0.269
8 H -0.41 -2.59 0.88  0.269
9 H 1.12 -2.41 0.01  0.350
10 H -1.17 -0.35 -0.01  0.312
11 H -0.42 3.24 0.02  0.249
12 H -1.13 1.86 0.90  0.333
13 H -1.14 1.88 -0.89  0.331

Model ii:
Density functional theory data (the ωB97M-V functional and the def2-TZVPD basis) for the molecule C4H7BrO.

Kohn-Sham gap (alpha / beta), Eh: 0.31137 / 0.30488
Multiplicity: 1

Last column: Mulliken charge in e.
Positions of all 13 atoms, in Å:
1 C -1.21 -1.10 0.07  -0.490
2 C -0.68 0.05 -0.69  0.299
3 C 1.05 0.58 1.00  -1.089
4 C 0.59 0.83 -0.47  -0.517
5 O -0.26 -1.95 -0.41  -0.507
6 Br -1.32 0.05 -2.42  -0.031
7 H -1.25 -0.99 1.10  0.279
8 H -2.23 -1.50 -0.14  0.320
9 H 1.97 1.25 1.04  0.342
10 H 1.19 -0.55 0.92  0.334
11 H 0.31 0.98 1.74  0.267
12 H 1.41 0.48 -1.02  0.337
13 H 0.44 1.87 -0.74  0.456

In terms of stability, model i leads; the second structure lies 261.9 kJ/mol higher.

Model i:
Density functional theory data (the ωB97M-V functional and the def2-TZVPD basis) for the molecule C5H8O3S.

Kohn-Sham gap, Eh: 0.39570
Multiplicity: 1
SMILES: C=C[C@H](C=O)S(C)(=O)=O

Last column: Mulliken charge in e.
Positions of all 17 atoms, in Å:
1 C -2.10 0.01 -1.23  -0.737
2 C -1.07 0.41 -0.53  -0.117
3 C 0.31 -0.21 -1.02  0.055
4 C 0.28 -1.66 -0.93  -0.079
5 O 0.29 -2.34 0.05  -0.448
6 S 1.70 0.43 -0.04  1.140
7 C 1.41 0.06 1.71  -0.973
8 O 1.71 1.84 -0.26  -0.613
9 O 2.78 -0.33 -0.65  -0.672
10 H -3.11 0.38 -1.00  0.289
11 H -2.04 -0.77 -2.04  0.205
12 H -0.98 1.15 0.28  0.217
13 H 0.64 0.09 -2.05  0.339
14 H 0.04 -2.06 -1.98  0.315
15 H 0.53 0.63 1.78  0.312
16 H 1.34 -0.98 1.90  0.333
17 H 2.06 0.64 2.32  0.436

Model ii:
Density functional theory data (the ωB97M-V functional and the def2-TZVPD basis) for C5H8O3S as an isolated structure.

Kohn-Sham gap, Eh: 0.34056
Multiplicity: 1

Last column: Mulliken charge in e.
Positions of all 17 atoms, in Å:
1 C -0.47 1.84 -0.99  0.006
2 C 1.81 0.52 -0.35  -0.601
3 C 1.74 -1.05 -0.14  -0.518
4 C 0.39 0.75 -0.91  0.081
5 C -2.00 -0.56 1.37  -0.674
6 O -1.67 1.82 -0.92  -0.517
7 O -0.74 -1.86 -1.15  -0.627
8 O -0.66 -0.99 1.13  -0.326
9 S -0.06 -0.84 -0.39  0.862
10 H 0.29 2.80 -1.25  0.125
11 H 1.80 1.07 0.60  0.238
12 H 2.63 0.84 -0.95  0.403
13 H 2.21 -1.51 -1.10  0.281
14 H 1.92 -1.52 0.85  0.370
15 H -2.02 0.43 1.74  0.297
16 H -2.54 -1.18 2.03  0.299
17 H -2.65 -0.56 0.43  0.302

In terms of stability, model i leads; the second structure lies 166.0 kJ/mol higher.